Record 1
DFT (wB97M-V/def2-TZVPD) results for a single C12H12N2O molecule.

```
27
Properties=species:S:1:pos:R:3
C -3.02 0.45 0.76
C -3.34 1.68 0.16
C -1.90 -0.31 0.34
C -2.54 2.21 -0.83
C -1.06 0.22 -0.62
C -1.42 1.47 -1.19
C -0.01 -0.65 -1.26
C -0.37 1.68 -2.12
C 1.00 -1.23 -0.59
C 2.33 -1.75 -1.11
C 2.47 -0.20 1.99
C 1.00 -0.55 1.75
N 0.30 -0.39 -2.63
N 0.04 0.85 -2.88
O 0.82 -1.57 0.70
H -3.58 0.05 1.53
H -4.11 2.32 0.41
H -1.56 -1.20 0.67
H -2.58 3.11 -1.39
H 2.46 -1.17 -2.07
H 2.36 -2.81 -1.32
H 2.96 -1.34 -0.34
H 2.82 0.30 2.99
H 2.98 -1.11 1.77
H 2.95 0.52 1.27
H 0.50 0.39 1.44
H 0.47 -0.98 2.56
```

Highest occupied orbital energy (alpha / beta), Eh: -0.2763 / -0.2783
Net charge: 0


Record 2
DFT (wB97M-V/def2-TZVPD) results for a single C12H12N2O2 molecule.

```
28
Properties=species:S:1:pos:R:3
C -1.50 -2.33 0.60
C -1.83 -0.92 0.23
C -2.94 -0.65 -0.49
C -3.33 0.70 -0.82
O -4.28 1.04 -1.49
N -2.48 1.65 -0.26
C -1.36 1.43 0.49
O -0.70 2.33 0.95
N -1.03 0.09 0.69
C 0.24 -0.12 1.38
C 1.42 0.11 0.46
C 1.81 -0.86 -0.46
C 2.87 -0.63 -1.31
C 3.55 0.58 -1.27
C 3.16 1.55 -0.37
C 2.10 1.32 0.49
H -1.50 -2.46 1.68
H -0.53 -2.63 0.21
H -2.25 -3.00 0.17
H -3.58 -1.44 -0.84
H -2.71 2.63 -0.42
H 0.28 0.60 2.20
H 0.27 -1.13 1.79
H 1.30 -1.81 -0.50
H 3.17 -1.40 -2.01
H 4.38 0.75 -1.94
H 3.68 2.49 -0.33
H 1.79 2.08 1.18
```

Highest occupied orbital energy, Eh: -0.3327
Net charge: 0


Record 3
DFT (wB97M-V/def2-TZVPD) results for an isolated ion of composition C12H12N3O and charge -1.

```
28
Properties=species:S:1:pos:R:3
C 1.26 4.57 2.01
C 0.95 3.38 1.18
C 0.69 2.09 1.59
N 0.35 1.37 0.46
C -0.25 0.07 0.55
O -0.77 -0.19 1.65
N -0.11 -0.66 -0.56
C -0.38 -2.00 -0.55
C -0.14 -2.81 -1.70
C -0.53 -4.15 -1.73
C -1.13 -4.75 -0.61
C -1.30 -4.00 0.56
C -0.91 -2.66 0.60
C 0.48 2.24 -0.63
C 0.17 1.85 -2.01
N 0.85 3.44 -0.19
H 1.53 4.25 3.03
H 2.09 5.15 1.59
H 0.39 5.24 2.10
H 0.69 1.65 2.57
H 0.38 -2.33 -2.54
H -0.37 -4.73 -2.64
H -1.47 -5.79 -0.64
H -1.73 -4.43 1.47
H -1.04 -2.08 1.50
H 0.12 0.76 -2.05
H -0.79 2.29 -2.32
H 0.96 2.22 -2.68
```

Highest occupied orbital energy, Eh: -0.1411
Net charge: -1


Record 4
DFT (wB97M-V/def2-TZVPD) results for a single C12H12N4O molecule.

```
29
Properties=species:S:1:pos:R:3
C 3.32 -2.88 2.85
O 2.34 -2.56 1.86
N 1.65 -1.34 2.05
C 0.94 -0.86 1.09
N 0.29 0.35 1.16
C -0.46 0.60 0.03
C -1.30 1.67 -0.37
C -1.59 2.74 0.49
C -2.41 3.75 -0.04
C -2.90 3.64 -1.32
N -2.66 2.62 -2.14
C -1.90 1.61 -1.66
C -1.72 0.51 -2.48
C -0.86 -0.51 -2.07
C -0.20 -0.44 -0.82
N 0.66 -1.32 -0.20
C 1.37 -2.43 -0.87
H 3.79 -3.85 2.70
H 4.09 -2.11 2.80
H 2.88 -2.80 3.85
H 0.29 0.88 2.04
H -1.24 2.73 1.53
H -2.67 4.61 0.57
H -3.55 4.42 -1.66
H -2.19 0.52 -3.46
H -0.66 -1.38 -2.70
H 1.27 -3.38 -0.34
H 2.46 -2.18 -1.04
H 0.97 -2.63 -1.85
```

Highest occupied orbital energy, Eh: -0.2590
Net charge: 0


Record 5
DFT (wB97M-V/def2-TZVPD) results for C12H13Cl5CrN2O5 as an isolated structure.

```
38
Properties=species:S:1:pos:R:3
Cr -0.52 -0.05 -0.16
O -0.79 -0.98 3.87
C -1.32 -0.68 2.71
O -0.71 -0.04 1.86
C -2.75 -1.14 2.58
O -3.30 -0.85 1.33
C -3.08 -1.85 0.34
C -1.84 -1.59 -0.52
O -1.66 -2.29 -1.49
O 0.90 -1.27 0.14
H 0.14 -0.68 3.89
H -2.80 -2.21 2.83
H -3.32 -0.61 3.35
H -3.00 -2.84 0.78
H -3.95 -1.84 -0.32
Cl 2.49 -3.58 0.97
C 2.29 -3.02 -0.65
C 1.49 -1.90 -0.86
C 1.35 -1.48 -2.18
Cl 0.35 -0.04 -2.41
C 1.93 -2.11 -3.26
Cl 1.66 -1.50 -4.85
C 2.73 -3.22 -3.03
Cl 3.47 -4.03 -4.35
C 2.90 -3.67 -1.72
Cl 3.89 -5.04 -1.42
N 0.53 1.96 0.16
C -0.50 3.03 0.17
C -1.56 2.70 -0.85
N -2.09 1.35 -0.56
H 1.06 1.97 1.02
H 1.20 2.12 -0.59
H -0.08 4.02 -0.03
H -0.94 3.06 1.17
H -1.13 2.68 -1.85
H -2.35 3.45 -0.86
H -2.70 1.03 -1.31
H -2.68 1.36 0.27
```

Highest occupied orbital energy (alpha / beta), Eh: -0.4012 / -0.4054
Net charge: +1
2S+1: 4


Record 6
DFT (wB97M-V/def2-TZVPD) results for C12H13ClMoN2O2 as an isolated structure.

```
31
Properties=species:S:1:pos:R:3
Cl 0.41 5.30 -0.91
C -2.29 0.08 -1.93
C -1.52 -1.21 -1.84
C -0.27 -0.98 -2.49
H -1.90 -2.18 -1.48
C -0.20 0.47 -2.86
C -1.45 1.11 -2.48
H -1.57 2.27 -2.46
H -3.33 0.19 -1.58
H 0.45 -1.77 -2.76
C 0.94 1.19 -3.49
Mo -0.43 0.37 -0.64
C 1.29 1.21 -0.58
O 2.43 1.29 -0.58
C -1.28 1.80 0.37
O -2.05 2.26 1.18
H 1.90 0.90 -3.08
H 0.82 2.26 -3.27
H 0.94 1.00 -4.58
C 1.26 -0.87 4.45
N 0.69 -1.17 3.14
C 0.26 -2.41 2.65
C -0.21 -2.22 1.40
N -0.05 -0.85 1.10
C 0.50 -0.25 2.16
H 0.53 -1.03 5.29
H 2.16 -1.50 4.68
H 1.57 0.19 4.47
H 0.32 -3.34 3.28
H -0.65 -2.88 0.61
H 0.74 0.79 2.22
```

Highest occupied orbital energy (alpha / beta), Eh: -0.6220 / -0.6220
Net charge: +2
2S+1: 3


Maximum force across the listed records, respectively: 4.08, 0.75, 2.48, 3.22, 0.49, 9.95 eV Å⁻¹.
DFT total energy across the listed records, respectively: -17659.793, -19715.334, -19158.698, -20644.605, -116901.841, -34088.481 eV.
ΔE to the lowest compared entry with this formula, charge and spin across the listed records, respectively: 145.52, 0.00, 0.00, 28.45, 3.81, 87.39 kcal/mol.